[1]
11
Properties=species:S:1:pos:R:3:forces:R:3 method="wB97M-V/def2-TZVPD" homo_lumo_gap_ev=10.5 total_energy_ev=-21056.5816
C -1.052560 -0.373850 1.132656 -1.6835 0.2911 -3.0095
N 2.502302 1.203004 -0.134370 0.2009 -1.3320 -1.3404
N 2.205253 1.610217 0.846925 -0.2713 1.0282 1.4475
O 2.753179 0.645787 -1.146412 0.3621 0.4329 -0.1602
O -0.301389 0.888637 -1.128243 -0.0507 1.8014 -0.6316
O -0.943874 -1.429916 -1.280299 2.3390 -3.1867 4.6404
S -0.023342 -0.348385 -0.450013 -0.6115 -1.2953 1.7179
H -1.990387 0.246473 0.930527 1.2877 -0.8527 0.2005
H -1.294319 -1.418565 1.165502 -0.3661 -0.5402 0.3741
H -0.574096 -0.069104 2.007610 1.1456 0.6509 1.1377
H -1.280768 -0.954298 -1.943883 -2.3521 3.0023 -4.3764

---

[2]
11
Properties=species:S:1:pos:R:3:forces:R:3 method="wB97M-V/def2-TZVPD" s_squared=2.01 multiplicity=3 homo_lumo_gap_ev="9.4 / 8.4" total_energy_ev=-21054.2624
C 0.649566 -3.514858 -0.100829 0.1851 -0.7009 0.5969
N -0.028719 -0.059832 0.990178 -1.8862 0.6278 1.3684
N -1.568410 0.744123 -0.741862 1.7125 0.9680 0.3262
O -1.047959 2.332460 1.375414 0.2479 -0.3578 -0.5753
O -0.101089 -3.218550 -0.975234 -0.7151 0.7190 -0.8122
O 1.035525 -0.536914 0.869680 3.0710 -1.4382 -0.1435
S -0.386168 1.561358 0.338032 -2.7161 -0.2211 -0.7058
H 1.115338 -4.526374 -0.161520 0.2728 0.4290 0.4910
H 0.815399 -2.832207 0.764882 0.2495 -0.5034 -0.2806
H -2.335333 0.203003 -0.296542 0.9860 0.4874 0.1002
H -0.828728 0.100926 -1.097587 -1.4072 -0.0098 -0.3654

---

[3]
9
Properties=species:S:1:pos:R:3:forces:R:3 method="wB97M-V/def2-TZVPD" smiles="C=NSON" homo_lumo_gap_ev="8.5 / 8.5" total_energy_ev=-16960.2100
C -0.623582 2.164203 0.653075 0.1195 -1.3464 -0.1867
N -1.454778 1.604915 -0.124962 0.7640 0.3197 0.8629
S -1.879643 0.122328 -0.493934 0.1418 -1.8982 -0.1346
O -0.748899 -1.331255 0.306599 -0.1952 1.4567 0.0338
N -0.961290 -2.594898 -0.086894 -1.2698 0.3824 2.5410
H 0.115585 1.755127 1.294939 0.4024 -1.8924 0.3752
H -0.451569 3.170867 0.784142 -0.9011 2.7327 -0.7178
H -1.699463 -3.138602 0.351777 0.0520 0.6487 -0.1384
H -0.649221 -2.879735 -0.943252 0.8863 -0.4032 -2.6356